Arrangement a

# C6H15N3

A cluster of 2 separate species, C6H15N3 in total (ωB97M-V with the def2-TZVPD basis set, the Open Molecules 2025 dataset).

Summary:
LUMO level (eV): 0.9473
E_HOMO (eV): -7.50
2S+1: 1
Frontier orbital gap (eV): 8.4460

Element x y z (Å)
C1 0.929 0.254 -0.395
C2 -0.815 0.906 0.478
C3 -0.736 0.392 1.908
C4 -0.605 2.416 0.396
N1 0.686 -1.055 -0.827
N2 1.312 -2.068 -0.040
N3 2.054 0.459 0.391
C5 -0.665 -1.308 -1.209
C6 -0.974 -1.850 -2.380
H1 0.842 0.945 -1.235
H2 -1.852 0.782 0.148
H3 0.638 -2.435 0.632
H4 1.573 -2.823 -0.662
H5 2.655 1.220 0.119
H6 2.278 -0.319 1.001
H7 -1.308 -0.545 -0.551
H8 -1.424 0.914 2.580
H9 0.268 0.536 2.315
H10 -0.970 -0.675 1.955
H11 0.392 2.694 0.746
H12 -0.724 2.768 -0.631
H13 -1.324 2.966 1.011
H14 -0.226 -2.228 -3.067
H15 -2.005 -1.948 -2.684

Here are the natural (NBO) charges for atoms 1 to 5, given in e: 0.23, -0.33, -0.64, -0.63, -0.35

***

Arrangement b

# C6H15N3

A cluster of 2 separate species, C6H15N3 in total (ωB97M-V with the def2-TZVPD basis set, the Open Molecules 2025 dataset).

Summary:
SMILES string: [H]/N=C(/C)C(=C)C.CNN
LUMO level (eV): 0.8591
E_HOMO (eV): -7.86
2S+1: 1
Frontier orbital gap (eV): 8.7182

Element x y z (Å)
H1 0.699 0.588 -2.149
N1 -0.284 0.674 -1.908
C1 -0.575 0.435 -0.696
C2 -2.023 0.586 -0.316
C3 0.365 1.322 0.671
C4 1.428 2.022 0.289
C5 -0.088 1.303 2.107
H2 -2.664 0.186 -1.101
H3 -2.232 0.091 0.629
H4 -2.268 1.641 -0.212
H5 1.714 2.112 -0.755
H6 2.027 2.604 0.984
H7 -0.196 0.274 2.463
H8 0.600 1.847 2.761
H9 -1.085 1.743 2.198
C6 1.376 -1.836 -1.000
N2 0.289 -1.394 -0.133
N3 -0.875 -2.211 -0.040
H10 1.055 -2.529 -1.778
H11 1.822 -0.972 -1.502
H12 2.169 -2.306 -0.422
H13 0.621 -0.749 0.618
H14 -0.612 -3.140 0.276
H15 -1.263 -2.292 -0.982

Here are the natural (NBO) charges for atoms 1 to 5, given in e: 0.33, -0.79, 0.41, -0.69, -0.08

***

Arrangement c

# C6H15N3

A cluster of 2 separate species, C6H15N3 in total (ωB97M-V with the def2-TZVPD basis set, the Open Molecules 2025 dataset).

Summary:
SMILES string: CCC(N)N.CCC#N
LUMO level (eV): 0.7142
E_HOMO (eV): -8.36
2S+1: 1
Frontier orbital gap (eV): 9.0780

Element x y z (Å)
C1 2.653 -0.109 1.165
C2 1.618 -0.302 0.064
C3 1.270 1.188 -0.673
N1 0.893 2.192 0.253
N2 0.280 1.081 -1.701
H1 3.520 0.437 0.792
H2 3.004 -1.066 1.548
H3 2.227 0.456 1.994
H4 2.049 -0.891 -0.753
H5 0.821 -0.941 0.440
H6 2.218 1.469 -1.143
H7 1.655 2.432 0.871
H8 0.092 1.888 0.818
H9 0.456 0.291 -2.311
H10 -0.653 1.028 -1.305
C4 -3.283 -1.041 -0.562
C5 -1.960 -1.441 0.097
C6 -1.444 -0.373 0.933
N3 -1.277 0.550 1.601
H11 -3.150 -0.164 -1.195
H12 -3.652 -1.857 -1.183
H13 -4.032 -0.811 0.191
H14 -2.095 -2.329 0.721
H15 -1.211 -1.688 -0.664

Here are the natural (NBO) charges for atoms 1 to 5, given in e: -0.62, -0.44, 0.15, -0.85, -0.83

***

Looking at the structures above, arrangement c is most stable, and the difference to the next one is 77.4 kcal/mol.